Record 1
The following is a quantum chemistry calculation of a 9-piece molecular cluster, C23H51Cl6N7O7 overall at a distorted geometry, from the Open Molecules 2025 dataset.

HOMO-LUMO gap = 8.60 eV
net charge = 0
total energy = -124578.454 eV
LUMO energy = 0.18 eV

The geometry in XYZ format:
```
94
Properties=species:S:1:pos:R:3:forces:R:3
C -3.430 -0.602 -5.510 1.0 0.7 -0.8
Cl -3.601 -1.036 -3.854 0.1 -0.5 0.6
Cl -1.648 -0.343 -5.987 -1.4 -0.7 0.4
Cl -4.211 0.936 -5.805 -0.5 0.3 -0.3
H -3.931 -1.344 -6.132 0.6 0.0 0.0
C -1.426 4.193 -3.609 -0.2 -0.3 0.3
Cl -3.004 3.385 -3.847 0.5 0.3 0.2
Cl -1.481 5.864 -4.071 -0.3 0.8 0.0
Cl -0.172 3.430 -4.549 0.3 -0.6 -0.3
H -1.156 4.143 -2.555 -0.2 -0.1 -0.1
C 2.035 -1.344 -4.646 0.3 0.6 -0.5
C 1.455 -2.696 -4.377 0.2 -0.7 0.4
O 1.772 -3.651 -5.052 0.0 -0.6 -0.9
N 0.571 -2.783 -3.373 0.8 1.3 0.1
C -0.105 -3.961 -2.955 -0.9 -0.3 -0.1
H 1.307 -0.805 -5.252 0.0 0.1 -0.1
H 2.937 -1.494 -5.241 -0.1 0.1 0.0
H 2.275 -0.706 -3.796 -0.1 -0.3 0.3
H 0.676 -2.045 -2.692 -0.6 0.0 0.3
H -0.317 -3.789 -1.900 -0.1 -0.5 0.0
H 0.377 -4.915 -3.165 0.7 0.3 0.3
H -1.042 -4.038 -3.508 -0.4 0.0 0.1
C -3.877 3.483 -0.216 -1.4 0.3 0.2
C -2.474 3.921 -0.085 -1.6 1.4 -1.8
O -1.659 3.136 0.278 2.9 -2.4 1.3
N -2.133 5.166 -0.429 1.1 1.0 -0.3
C -2.928 6.284 -0.897 -0.6 -1.0 1.1
H -4.509 4.328 0.057 -0.4 -0.3 0.5
H -3.983 2.600 0.415 -0.3 0.3 0.2
H -4.265 3.205 -1.196 0.7 0.1 -0.3
H -1.152 5.404 -0.393 0.4 -0.6 0.3
H -3.534 6.564 -0.036 -0.6 0.4 -0.3
H -3.528 5.908 -1.726 -0.1 0.9 -0.2
H -2.260 7.125 -1.085 -0.2 -0.3 -0.5
C -1.274 -1.787 7.025 -0.1 1.1 -0.4
C -1.446 -1.158 5.597 -0.2 0.4 1.3
O -0.506 -0.774 4.892 -1.2 -0.5 0.6
N -2.768 -0.965 5.295 0.8 -0.3 -1.2
C -3.174 -0.361 4.008 -0.3 0.6 0.9
H -0.828 -2.781 7.038 0.0 0.2 -0.2
H -2.211 -1.775 7.582 -0.3 -0.5 -0.3
H -0.687 -1.103 7.638 0.6 -0.1 -0.3
H -3.431 -1.012 6.056 0.1 -0.2 -0.3
H -3.948 -0.881 3.444 0.2 -0.6 0.3
H -2.306 -0.220 3.364 -0.1 0.1 0.3
H -3.640 0.582 4.293 0.3 0.4 -0.5
C 4.643 -6.094 0.978 0.7 1.2 0.5
C 3.660 -5.176 0.230 0.4 -1.2 0.3
O 3.501 -5.398 -0.946 -0.6 0.3 -1.1
N 2.987 -4.241 0.937 0.9 -0.4 0.8
C 1.963 -3.376 0.438 0.5 0.8 -0.5
H 5.559 -6.210 0.398 -0.4 -0.3 -0.6
H 4.220 -7.070 1.216 -0.1 0.2 -0.1
H 5.056 -5.610 1.863 -0.5 -0.1 0.5
H 3.269 -4.128 1.900 -0.3 -0.2 0.1
H 2.114 -3.174 -0.623 -0.3 -0.5 -0.1
H 2.115 -2.384 0.863 -0.3 0.0 0.4
H 0.961 -3.748 0.651 -0.1 0.1 -0.2
C 2.795 -1.956 4.393 0.0 0.6 1.3
C 2.007 -3.187 4.120 0.9 -2.2 -1.2
O 2.583 -4.285 4.002 -0.4 0.8 0.2
N 0.696 -3.046 3.923 -0.6 1.2 -0.2
C -0.262 -4.058 3.508 0.7 0.2 0.4
H 3.133 -2.052 5.425 0.1 -0.1 0.2
H 2.183 -1.054 4.400 0.2 0.1 -0.4
H 3.728 -1.882 3.835 -0.4 -0.1 -0.4
H 0.343 -2.117 4.101 -0.1 -0.1 -0.1
H -1.156 -3.604 3.079 0.2 0.3 0.0
H -0.567 -4.594 4.407 0.0 -0.6 -0.3
H 0.210 -4.664 2.736 -0.2 -0.4 0.3
C 2.365 6.742 -2.000 0.3 0.2 -1.8
C 1.628 5.492 -1.624 -0.8 0.8 1.8
O 0.652 5.568 -0.851 1.0 -0.6 -1.0
N 2.138 4.341 -2.088 0.7 0.7 -0.3
C 1.699 3.044 -1.694 -0.4 -0.5 -0.3
H 1.760 7.300 -2.715 -0.4 0.2 0.3
H 3.213 6.491 -2.637 0.4 0.0 0.4
H 2.671 7.427 -1.209 -0.2 -0.5 0.2
H 2.808 4.380 -2.843 0.0 0.2 0.4
H 0.633 3.139 -1.486 0.0 -0.6 0.0
H 2.204 2.629 -0.822 0.1 0.3 0.2
H 1.941 2.395 -2.536 -0.5 -0.3 0.1
C -1.111 0.503 -1.966 0.6 1.0 0.6
C -0.335 -0.084 -0.808 0.8 -3.4 -1.0
O 0.248 -1.205 -0.968 -0.9 2.1 0.5
N -0.357 0.534 0.357 0.2 1.2 0.8
C 0.217 0.010 1.589 0.1 -0.5 -0.3
H -0.752 0.040 -2.885 -0.5 0.0 0.1
H -0.906 1.574 -1.984 0.2 0.2 -0.3
H -2.189 0.489 -1.804 0.0 -0.6 -0.1
H -0.778 1.451 0.357 -0.2 0.2 0.2
H -0.024 -1.053 1.586 -0.1 0.0 0.5
H -0.128 0.546 2.473 -0.5 -0.2 -0.2
H 1.302 0.064 1.680 0.2 0.1 -0.6
```
Forces are in eV/Å.

Record 2
The following is a quantum chemistry calculation of C23H51LiN3O4SSiV as an isolated structure at a distorted geometry, from the Open Molecules 2025 dataset.

HOMO-LUMO gap (spin up / spin down) = 5.27 / 5.25 eV
net charge = +2
total energy = -81934.396 eV
LUMO energy (spin up / spin down) = -9.07 / -9.09 eV

The geometry in XYZ format:
```
85
Properties=species:S:1:pos:R:3:forces:R:3
N -1.293 -0.209 -1.239 0.0 0.2 -0.9
C -2.148 0.107 -2.043 -1.7 1.5 -0.9
O -2.898 0.517 -2.897 2.2 -1.5 2.4
Li -0.211 0.090 -2.891 0.5 0.1 -0.3
V 0.185 -0.029 0.066 -1.5 -1.5 -0.8
N 0.988 1.440 -0.737 0.4 -0.7 1.0
N 1.151 -1.528 -0.237 -0.3 1.3 0.9
C 0.493 2.827 -0.767 -0.5 1.0 0.1
C 0.974 -2.948 -0.539 -0.6 -1.3 -0.2
C 0.227 3.233 -2.217 -0.1 -0.2 -0.5
C 1.507 3.851 -0.232 0.6 0.1 0.2
C -0.768 2.966 0.059 -0.4 0.1 0.2
C 2.236 -3.566 -1.131 0.6 0.3 -0.3
C 0.681 -3.731 0.734 -0.3 -0.1 0.6
C -0.162 -3.153 -1.509 -0.4 -0.2 -0.4
H 1.118 3.089 -2.836 -0.2 0.3 0.0
H -0.040 4.299 -2.245 0.0 -0.4 -0.1
H -0.597 2.667 -2.674 -0.1 0.1 0.1
H 1.836 3.625 0.788 -0.1 0.0 -0.1
H 1.040 4.847 -0.219 0.1 -0.4 0.0
H 2.401 3.932 -0.860 -0.2 0.0 0.1
H -1.579 2.292 -0.229 0.0 0.0 -0.1
H -1.140 3.992 -0.064 0.0 -0.3 0.1
H -0.587 2.821 1.128 0.1 0.0 0.0
H 2.570 -3.018 -2.015 0.0 -0.1 -0.1
H 2.039 -4.604 -1.424 0.0 0.3 0.1
H 3.062 -3.575 -0.416 -0.1 -0.1 0.0
H 1.486 -3.628 1.464 -0.1 -0.2 0.0
H 0.602 -4.794 0.474 0.0 0.3 0.1
H -0.244 -3.412 1.220 0.0 -0.1 -0.1
H -1.104 -2.722 -1.172 0.0 -0.1 0.2
H -0.301 -4.233 -1.644 0.0 0.3 -0.1
H 0.071 -2.726 -2.488 0.1 0.0 -0.1
C 2.342 -1.268 0.578 0.5 0.1 0.1
H 2.287 -0.252 0.992 0.2 0.3 0.2
H 2.459 -1.956 1.431 -0.4 0.3 -0.3
H 3.254 -1.348 -0.032 -0.3 0.3 0.1
C 2.364 1.366 -1.224 0.7 -0.4 -0.3
H 3.070 1.763 -0.482 -0.2 0.0 -0.2
H 2.668 0.344 -1.443 -0.1 0.0 0.1
H 2.485 1.931 -2.159 0.0 0.0 0.4
C -4.520 -2.969 3.415 -0.1 -0.1 -0.1
C -4.866 -1.814 2.475 0.2 0.3 0.3
C -4.464 -2.134 1.040 -0.2 -0.1 0.2
C -6.357 -1.500 2.577 -0.3 0.0 -0.1
O -4.143 -0.623 2.907 1.1 -0.3 -0.6
Si -2.776 0.272 2.695 -4.3 2.2 3.0
S -1.225 -0.683 1.739 3.0 -0.6 -1.9
O -3.195 1.616 1.860 1.0 -0.9 -0.1
C -4.222 2.608 2.151 0.0 0.0 -0.1
C -4.951 2.804 0.825 -0.3 0.1 0.0
C -5.189 2.163 3.239 -0.4 0.3 -0.1
C -3.514 3.876 2.615 -0.1 0.2 0.1
O -2.438 0.695 4.264 0.9 -0.6 -1.1
C -1.273 0.707 5.141 -0.4 0.1 0.0
C -0.035 1.117 4.349 0.0 0.0 0.3
C -1.595 1.739 6.222 0.1 0.2 0.2
C -1.072 -0.679 5.759 0.0 0.2 0.1
H -5.073 -3.869 3.104 0.2 0.3 0.1
H -4.807 -2.740 4.452 0.2 0.0 -0.3
H -3.449 -3.202 3.368 -0.1 0.1 0.1
H -5.070 -2.991 0.703 0.4 0.3 -0.1
H -4.651 -1.261 0.397 0.0 -0.3 0.1
H -3.394 -2.388 1.018 -0.3 -0.1 -0.2
H -6.658 -1.262 3.607 0.2 0.1 -0.3
H -6.644 -0.679 1.906 0.1 -0.1 0.2
H -6.950 -2.374 2.271 0.3 0.2 0.1
H -5.493 1.886 0.555 0.2 0.2 0.0
H -5.696 3.609 0.912 0.2 -0.2 0.0
H -4.255 3.067 0.017 -0.1 -0.1 0.2
H -4.686 2.016 4.205 -0.2 0.0 -0.3
H -5.895 3.002 3.332 0.1 -0.3 0.2
H -5.757 1.265 2.959 0.3 0.3 0.1
H -3.058 3.717 3.603 0.0 0.0 -0.3
H -2.748 4.211 1.900 -0.2 -0.1 0.2
H -4.258 4.679 2.725 0.3 -0.2 -0.1
H -0.229 2.055 3.806 0.2 -0.2 0.2
H 0.794 1.244 5.065 -0.2 0.0 -0.5
H 0.215 0.321 3.630 0.1 0.3 0.3
H -2.482 1.447 6.800 0.2 0.1 -0.3
H -0.759 1.836 6.931 -0.2 -0.1 -0.2
H -1.756 2.732 5.778 -0.1 -0.3 0.1
H -1.962 -0.990 6.327 0.3 0.1 -0.3
H -0.849 -1.423 4.982 -0.1 0.1 0.1
H -0.214 -0.638 6.450 -0.3 -0.1 -0.2
```
Forces are in eV/Å.